A) Molecular formula: C2H5NP2
Method: DFT, wB97M-V/def2-TZVPD

Structure (ORCA input):
```
! RIJCOSX wB97M-V def2-TZVPD def2/J DEFGRID3
* xyz 0 1
P 0.615 -0.233 -1.995
P 0.142 -1.943 -0.726
N -2.052 -0.215 -3.038
C -0.675 1.592 0.686
C -0.930 -0.237 -2.770
H -0.057 -2.821 -1.792
H -1.017 2.678 0.640
H -1.276 0.665 0.800
H 0.353 1.494 0.406
H 1.466 -2.440 -0.704
*
```

Lowest unoccupied orbital energy (spin up / spin down) (eV): -2.03 / -0.13

Charges per atom according to Mulliken partitioning, unit e: P -0.046; P -0.142; N -0.345; C -0.818; C 0.343; H 0.097; H 0.264; H 0.302; H 0.263; H 0.082

---

B) Molecular formula: C2H5NP2
Method: DFT, wB97M-V/def2-TZVPD

Structure (ORCA input):
```
! RIJCOSX wB97M-V def2-TZVPD def2/J DEFGRID3
* xyz 0 1
P 3.357 0.772 0.132
P 0.020 -0.803 0.125
N -3.014 1.397 0.481
C -2.461 0.435 0.178
C -1.736 -0.648 -0.239
H -0.233 -1.909 0.868
H 4.227 0.480 -1.047
H 2.252 1.476 -0.521
H -2.193 -1.232 -1.058
H -0.217 0.031 1.082
*
```

Lowest unoccupied orbital energy (spin up / spin down) (eV): -1.49 / -1.47

Charges per atom according to Mulliken partitioning, unit e: P -0.102; P -0.028; N -0.339; C 0.315; C -0.431; H 0.062; H 0.064; H 0.052; H 0.354; H 0.053

---

Which one sits at the top of the stability order? A) does.

---

A) Molecular formula: BH22O9
Method: DFT, wB97M-V/def2-TZVPD

Structure (ORCA input):
```
! RIJCOSX wB97M-V def2-TZVPD def2/J DEFGRID3
* xyz -1 1
O -4.716 2.311 -0.598
O -5.770 -2.953 0.345
O -0.238 4.833 2.165
O 4.549 -2.906 0.349
O -1.401 -3.060 4.073
O 3.675 2.587 -1.490
O -1.681 -3.596 -2.101
O 0.070 0.998 -5.430
O 5.579 1.617 2.700
B 0.290 0.039 -0.075
H 0.306 0.919 -4.505
H -3.918 1.796 -0.484
H -0.104 4.492 3.049
H 3.802 -2.353 0.119
H 5.140 0.766 2.700
H -0.329 -0.702 0.407
H -4.461 3.204 -0.365
H 3.052 2.006 -1.052
H -1.147 -2.521 3.323
H 0.992 -0.465 -0.721
H -2.545 -3.626 -1.692
H -0.234 4.056 1.605
H -1.255 -2.834 -1.708
H 5.522 1.917 1.793
H -6.340 -2.461 -0.246
H 4.203 -3.798 0.331
H -2.008 -2.510 4.568
H 0.912 0.533 0.655
H -5.768 -2.444 1.156
H 3.333 2.679 -2.379
H -0.376 0.712 -0.591
H 0.868 0.763 -5.903
*
```

Lowest unoccupied orbital energy (eV): 2.48

Charges per atom according to Mulliken partitioning, unit e: O -0.663; O -0.631; O -0.664; O -0.662; O -0.660; O -0.666; O -0.678; O -0.653; O -0.655; B 0.241; H 0.336; H 0.344; H 0.313; H 0.347; H 0.326; H -0.304; H 0.315; H 0.362; H 0.346; H -0.295; H 0.313; H 0.346; H 0.355; H 0.327; H 0.318; H 0.309; H 0.306; H -0.277; H 0.314; H 0.293; H -0.312; H 0.310

---

B) Molecular formula: BH22O9
Method: DFT, wB97M-V/def2-TZVPD

Structure (ORCA input):
```
! RIJCOSX wB97M-V def2-TZVPD def2/J DEFGRID3
* xyz -1 1
O 19.622 -31.245 -12.632
O 14.635 -28.595 -14.520
O 17.290 -31.425 -15.220
O 21.093 -29.347 -11.689
O 16.784 -31.202 -10.074
O 14.791 -26.292 -12.919
O 17.478 -26.804 -14.561
O 14.955 -30.695 -16.500
O 18.469 -28.402 -10.109
B 16.982 -29.470 -12.842
H 17.262 -27.582 -14.047
H 19.452 -31.882 -13.326
H 14.005 -28.106 -13.991
H 17.118 -30.675 -14.651
H 18.937 -30.585 -12.740
H 16.757 -26.721 -15.185
H 17.626 -28.855 -13.449
H 21.779 -29.338 -12.357
H 17.600 -30.130 -12.252
H 15.513 -26.141 -12.308
H 15.077 -25.879 -13.733
H 18.977 -27.601 -10.238
H 18.157 -31.254 -15.588
H 16.639 -30.746 -10.903
H 16.469 -28.865 -12.110
H 16.330 -32.038 -10.178
H 15.233 -28.985 -13.882
H 18.170 -28.640 -10.986
H 14.752 -29.954 -15.929
H 15.725 -31.101 -16.102
H 16.247 -29.996 -13.431
H 20.538 -30.090 -11.926
*
```

Lowest unoccupied orbital energy (eV): 2.93

Charges per atom according to Mulliken partitioning, unit e: O -0.716; O -0.772; O -0.748; O -0.658; O -0.615; O -0.614; O -0.722; O -0.721; O -0.631; B -0.298; H 0.221; H 0.290; H 0.243; H 0.582; H 0.455; H 0.309; H -0.043; H 0.262; H -0.662; H 0.305; H 0.296; H 0.277; H 0.301; H 0.511; H -0.027; H 0.287; H 0.387; H 0.594; H 0.401; H 0.373; H -0.275; H 0.405

---

Which one sits at the top of the stability order? B) does.

---

A) Molecular formula: BH22O9
Method: DFT, wB97M-V/def2-TZVPD

Structure (ORCA input):
```
! RIJCOSX wB97M-V def2-TZVPD def2/J DEFGRID3
* xyz -1 1
O 2.745 1.237 -0.003
O -2.616 -2.268 1.358
O -2.249 2.737 0.694
O 1.504 -0.112 -3.645
O 0.963 -3.851 -0.611
O -0.040 1.207 2.522
O -3.058 0.376 2.399
O 1.462 -1.291 2.706
O 2.160 2.574 -2.635
B -0.682 -0.243 -0.911
H -0.347 0.867 -1.356
H 1.332 -0.685 -4.367
H -2.092 3.486 0.099
H 1.707 -3.335 -0.321
H -2.508 -1.980 0.441
H -1.811 -0.220 -0.477
H -1.974 1.986 0.200
H 0.728 -0.073 -3.068
H 3.536 0.734 -0.099
H 2.151 2.447 -1.706
H 0.237 -3.269 -0.498
H 0.870 -0.581 2.617
H -0.565 -1.123 -1.817
H 0.000 -0.574 0.076
H -2.749 -0.332 1.810
H 2.003 0.667 -0.052
H -2.738 1.157 1.988
H -1.716 -2.630 1.612
H 0.484 2.031 2.477
H -0.264 1.010 1.678
H 1.707 -1.684 1.844
H 1.811 1.743 -2.966
*
```

Lowest unoccupied orbital energy (eV): 2.79

Charges per atom according to Mulliken partitioning, unit e: O -0.631; O -0.717; O -0.692; O -0.708; O -0.640; O -0.618; O -0.625; O -0.648; O -0.662; B 0.794; H -0.333; H 0.282; H 0.293; H 0.300; H 0.315; H -0.294; H 0.234; H 0.247; H 0.280; H 0.328; H 0.313; H 0.374; H -0.285; H -0.481; H 0.396; H 0.324; H 0.352; H 0.326; H 0.283; H 0.275; H 0.261; H 0.359

---

B) Molecular formula: BH22O9
Method: DFT, wB97M-V/def2-TZVPD

Structure (ORCA input):
```
! RIJCOSX wB97M-V def2-TZVPD def2/J DEFGRID3
* xyz -1 1
O 1.273 -2.046 -2.214
O -0.717 -3.515 0.635
O -0.545 3.917 0.681
O 0.723 -0.170 3.207
O 1.612 -2.215 0.825
O 0.362 2.992 -1.966
O -2.848 0.701 1.061
O 2.719 2.099 0.317
O -2.455 -1.891 -1.222
B 0.039 0.280 0.121
H 1.145 -0.043 -0.080
H 2.301 1.245 0.493
H -1.247 -2.894 0.112
H -0.119 1.363 0.522
H -0.464 -0.551 0.785
H 3.300 1.934 -0.430
H 0.234 0.013 2.391
H 1.421 -2.299 -1.290
H 0.196 2.057 -1.772
H -1.993 0.419 0.694
H 0.875 -1.172 -2.147
H -3.262 1.198 0.351
H 0.843 -2.804 0.705
H 1.416 0.495 3.222
H -0.424 0.195 -0.973
H -2.121 -2.261 -2.046
H 1.268 -1.334 0.554
H -0.735 -4.337 0.137
H -0.081 3.690 -0.140
H -0.220 3.196 -2.704
H -0.764 3.066 1.072
H -1.731 -1.328 -0.901
*
```

Lowest unoccupied orbital energy (eV): 2.74

Charges per atom according to Mulliken partitioning, unit e: O -0.662; O -0.684; O -0.681; O -0.658; O -0.803; O -0.688; O -0.652; O -0.644; O -0.750; B -0.065; H -0.331; H 0.340; H 0.404; H -0.527; H -0.064; H 0.308; H 0.495; H 0.408; H 0.310; H 0.388; H 0.379; H 0.312; H 0.388; H 0.297; H -0.267; H 0.321; H 0.498; H 0.293; H 0.380; H 0.278; H 0.293; H 0.386

---

Which one sits at the top of the stability order? B) does.

---

A) Molecular formula: C2H3ClF2S
Method: DFT, wB97M-V/def2-TZVPD

Structure (ORCA input):
```
! RIJCOSX wB97M-V def2-TZVPD def2/J DEFGRID3
* xyz 0 1
Cl -1.684 -2.244 -0.508
S -1.911 -0.293 -0.808
F 0.866 -0.920 -1.092
F 0.547 1.180 -1.410
C 0.442 0.447 0.838
C 0.284 0.215 -0.602
H 0.198 1.565 1.048
H 1.423 0.309 1.073
H -0.166 -0.258 1.460
*
```

Lowest unoccupied orbital energy (eV): 0.28

Charges per atom according to Mulliken partitioning, unit e: Cl -0.127; S -0.070; F -0.231; F -0.207; C -0.787; C 0.470; H 0.292; H 0.353; H 0.307

---

B) Molecular formula: C2H3ClF2S
Method: DFT, wB97M-V/def2-TZVPD

Structure (ORCA input):
```
! RIJCOSX wB97M-V def2-TZVPD def2/J DEFGRID3
* xyz 0 1
Cl -1.502 -2.962 -0.030
S 1.380 1.552 -0.518
F -1.500 0.604 0.767
F 0.095 -0.270 1.942
C -0.356 -0.035 0.740
C 0.465 -0.098 -0.440
H 0.293 2.283 -0.762
H 1.237 -0.856 -0.349
H -0.112 -0.217 -1.351
*
```

Lowest unoccupied orbital energy (spin up / spin down) (eV): -2.74 / -2.85

Charges per atom according to Mulliken partitioning, unit e: Cl -0.606; S -0.119; F -0.106; F -0.121; C 0.434; C -0.326; H 0.174; H 0.335; H 0.334

---

Which one sits at the top of the stability order? A) does.